Record 1
C7H10Cl10F18NO4P2S2V | ωB97M-V with the def2-TZVPD basis set

```
! RIJCOSX wB97M-V def2-TZVPD def2/J DEFGRID3
* xyz -1 4
V 1.2307 16.4836 -34.6527
P 2.4677 13.7673 -36.0452
F 3.0133 13.4294 -37.5354
F 2.5783 12.1958 -35.7016
F 3.8903 14.0025 -35.3419
F 1.7490 14.1319 -34.6116
F 2.2017 15.3819 -36.2784
F 1.0140 13.4463 -36.6908
P -1.3607 16.5845 -36.0115
F -2.8090 16.0296 -35.6124
F -1.9354 18.0387 -36.3669
F -0.9975 16.9864 -34.4652
F 0.1081 17.1716 -36.4620
F -0.6854 15.1369 -35.6094
F -1.6237 15.8731 -37.4688
C 4.6205 18.3402 -35.6425
F 4.3860 17.2969 -36.4352
F 5.9103 18.3841 -35.3670
F 4.1953 19.4448 -36.1975
S 3.6895 17.9942 -33.9950
O 3.5898 16.5544 -33.8964
O 4.4571 18.6868 -33.0079
N 2.0863 18.3824 -34.3849
S 1.9350 19.9089 -33.8628
O 1.5464 19.8857 -32.4721
O 2.9886 20.8298 -34.2435
C 0.3968 20.5465 -34.7584
F 0.5609 20.5454 -36.0720
F -0.6544 19.8063 -34.4506
F 0.1591 21.7780 -34.3129
C 4.9819 22.2509 -38.2922
Cl 5.0436 23.4064 -36.9817
Cl 5.8338 22.8786 -39.7168
H 5.4626 21.3682 -37.8806
H 3.9470 22.0217 -38.5274
C 2.0693 24.5096 -34.3429
Cl 1.7668 23.6995 -35.8567
Cl 3.5339 25.4994 -34.3171
H 1.1313 25.0298 -34.1715
H 2.2243 23.7772 -33.5547
C -0.3479 20.5098 -29.5040
Cl 0.8859 19.5298 -28.6692
Cl -0.5276 22.0197 -28.5962
H -0.0609 20.6186 -30.5475
H -1.2998 19.9858 -29.5334
C 3.9824 20.2056 -30.1586
Cl 3.6917 21.6474 -31.1570
Cl 4.1639 20.7628 -28.4847
H 3.1113 19.5716 -30.2767
H 4.9414 19.7727 -30.4161
C 7.4194 15.4918 -36.4337
Cl 6.1912 15.4743 -37.7374
Cl 8.0445 13.9114 -35.9047
H 8.2439 16.0854 -36.8126
H 6.9619 15.9755 -35.5777
*
```

Calculated values
largest force on an atom	0.090	Eh/bohr
electronic energy	-257190.0702	eV
gap between HOMO and LUMO (alpha / beta)	0.366 / 0.382	hartree
LUMO (alpha / beta)	1.81 / 1.60	eV
⟨S²⟩	3.753

=====

Record 2
CH3N3O2S | ωB97M-V with the def2-TZVPD basis set

```
! RIJCOSX wB97M-V def2-TZVPD def2/J DEFGRID3
* xyz 0 1
C 1.2149 0.6317 0.4775
N -0.7474 -0.1955 -0.5827
N -1.9480 0.0113 0.0945
N 0.3199 -0.4886 0.2513
O -2.9413 0.0018 -0.5569
O 0.2937 -1.4888 0.9584
S 1.9452 -0.2737 -0.9175
H 0.9104 1.6798 0.3881
H 1.7794 0.7950 1.4048
H -0.8267 -0.6731 -1.5176
*
```

Calculated values
largest force on an atom	0.070	Eh/bohr
electronic energy	-20478.7450	eV
gap between HOMO and LUMO	0.308	hartree
LUMO	-0.96	eV

=====

Record 3
C6H8O2 | ωB97M-V with the def2-TZVPD basis set

```
! RIJCOSX wB97M-V def2-TZVPD def2/J DEFGRID3
* xyz 0 1
C -0.7977 0.5800 -0.7813
C -1.3284 0.1064 0.5289
C 0.1315 0.7045 0.4626
C 1.2053 -0.2110 0.7053
C 0.9881 -1.5761 0.2624
C 0.4326 -2.4828 -0.3906
H -2.3080 2.2621 -1.1638
H -0.4470 -0.1045 -1.4998
H -1.4319 -0.9846 1.0736
H -2.0933 0.7491 0.8549
H 0.4147 1.7437 0.8600
H 1.6103 -0.0259 1.5994
H 2.2027 0.8674 -0.6732
H 0.0751 -3.5392 -0.6887
O -1.1649 1.7437 -1.2157
O 2.5109 0.1673 0.0658
*
```

Calculated values
largest force on an atom	0.178	Eh/bohr
electronic energy	-10439.6851	eV
gap between HOMO and LUMO	0.345	hartree
LUMO	0.14	eV

=====

Record 4
C26H29N5O2SV | ωB97M-V with the def2-TZVPD basis set

```
! RIJCOSX wB97M-V def2-TZVPD def2/J DEFGRID3
* xyz 0 2
V 0.0911 0.0138 -0.6991
C -2.2332 -3.2214 2.2739
C -1.9595 -1.8097 2.7026
C -2.5159 -1.3603 3.8992
C -2.4161 -0.0441 4.3053
C -1.7790 0.8677 3.4765
C -1.1929 0.4609 2.2876
C -0.5435 1.5062 1.4157
C -1.2288 -0.9021 1.9156
N -0.6206 -1.2686 0.7036
C 0.0765 -2.4340 0.5966
O 0.4534 -3.1491 1.5320
C 0.4590 -2.7294 -0.8255
C 0.8967 -3.9289 -1.3638
C 1.1594 -3.9802 -2.7263
C 0.9782 -2.8519 -3.5274
C 0.5614 -1.6824 -2.9245
N 0.3572 -1.6597 -1.6110
C 0.2719 -0.3402 -3.5592
O 0.3956 -0.1592 -4.7585
N -0.1454 0.5705 -2.6220
C -0.6405 1.8060 -3.1218
C -1.9111 1.8430 -3.7157
C -2.7100 0.5848 -3.8936
C -2.4143 3.0618 -4.1510
C -1.6806 4.2292 -4.0051
C -0.4271 4.1799 -3.4229
C 0.1120 2.9756 -2.9773
C 1.5020 2.9516 -2.4098
H -3.1714 -3.5604 2.7131
H -1.4343 -3.8997 2.5726
H -2.3223 -3.2929 1.1884
H -3.0670 -2.0682 4.5075
H -2.8678 0.2798 5.2337
H -1.7398 1.9156 3.7502
H -0.6836 2.5066 1.8236
H -1.0153 1.5754 0.4123
H 0.5319 1.3698 1.2934
H 1.0172 -4.7938 -0.7262
H 1.4981 -4.9043 -3.1746
H 1.1556 -2.8734 -4.5936
H -2.7061 -0.0229 -2.9862
H -2.2906 -0.0290 -4.6931
H -3.7433 0.8203 -4.1466
H -3.3967 3.0913 -4.6072
H -2.0860 5.1739 -4.3442
H 0.1546 5.0881 -3.3128
H 1.7966 3.9474 -2.0756
H 2.2244 2.6247 -3.1622
H 1.6116 2.2725 -1.5634
C 3.9622 0.9992 3.6424
N 3.2659 1.0250 2.3633
C 2.5428 0.0312 1.8223
S 2.4526 -0.0110 0.0916
N 1.9431 -0.8738 2.5744
C 1.5533 -0.7489 3.9724
H 4.8711 1.5874 3.5388
H 4.2469 -0.0211 3.8945
H 3.3720 1.4179 4.4561
H 3.5789 1.6952 1.6816
H 1.5681 -1.6944 2.1007
H 1.4128 0.2981 4.2311
H 2.2770 -1.2080 4.6459
H 0.5913 -1.2472 4.0815
*
```

Calculated values
largest force on an atom	0.020	Eh/bohr
electronic energy	-75503.2184	eV
gap between HOMO and LUMO (alpha / beta)	0.265 / 0.225	hartree
LUMO (alpha / beta)	0.24 / 0.25	eV
⟨S²⟩	0.812

=====

Record 5
C45H27Cl2F20GeHgNOSSeTe | ωB97M-V with the def2-TZVPD basis set

```
! RIJCOSX wB97M-V def2-TZVPD def2/J DEFGRID3
* xyz -2 1
Hg 1.1440 -0.6540 -0.8644
Cl -3.0124 0.0781 -0.1708
C -2.4502 0.1911 1.5137
Cl -0.6689 0.3331 1.5831
H -2.7410 -0.7213 2.0318
H -2.8821 1.0842 1.9613
C -1.4365 -3.8371 -0.7632
C -0.4424 -2.6874 -0.7245
O 0.5890 -2.8636 -0.0088
N -0.6846 -1.6187 -1.4085
Te -2.6928 -1.3719 -2.9675
C -4.3741 -1.6117 -4.4463
C -5.6294 -2.0903 -4.0642
C -5.9929 -2.3743 -2.6327
C -6.6240 -2.3257 -5.0086
C -6.4161 -2.1008 -6.3550
C -7.4869 -2.3354 -7.3823
C -5.1795 -1.6086 -6.7356
C -4.1818 -1.3496 -5.8104
C -2.9040 -0.7602 -6.3181
C -1.4659 -2.5874 -4.1842
C -1.7801 -3.9221 -4.4157
C -3.0888 -4.5026 -3.9767
C -0.8792 -4.7307 -5.0991
C 0.3237 -4.2336 -5.5712
C 1.2914 -5.1154 -6.3059
C 0.6075 -2.8912 -5.3622
C -0.2721 -2.0643 -4.6797
C 0.0719 -0.6248 -4.4964
H -1.2832 -4.3735 -1.6965
H -2.4579 -3.4630 -0.7221
H -1.2355 -4.5034 0.0733
H -5.1934 -2.0724 -1.9599
H -6.1865 -3.4398 -2.5023
H -6.8987 -1.8297 -2.3659
H -7.5838 -2.7004 -4.6756
H -8.3455 -2.8441 -6.9479
H -7.1065 -2.9412 -8.2049
H -7.8170 -1.3784 -7.7906
H -4.9935 -1.4168 -7.7846
H -3.0183 -0.3991 -7.3396
H -2.1095 -1.5042 -6.3007
H -2.6131 0.0745 -5.6826
H -3.4427 -3.9962 -3.0786
H -2.9983 -5.5690 -3.7819
H -3.8412 -4.3568 -4.7531
H -1.1210 -5.7766 -5.2584
H 0.8192 -6.0539 -6.5935
H 2.1523 -5.3419 -5.6772
H 1.6537 -4.6129 -7.2021
H 1.5398 -2.4766 -5.7328
H 0.9033 -0.3238 -5.1326
H 0.3431 -0.4482 -3.4523
H -0.7808 0.0185 -4.7019
F 3.4669 2.1094 3.9002
C 4.7986 2.1092 3.8158
C 5.4004 1.4206 2.7804
C 6.7825 1.3887 2.7745
F 7.4256 0.7100 1.8148
C 7.5482 2.0272 3.7426
F 8.8913 1.9591 3.7168
C 6.9147 2.7448 4.7479
F 7.6363 3.3862 5.6830
C 5.5272 2.7807 4.7891
F 4.9093 3.4550 5.7732
Ge 4.2347 0.6422 1.2776
S 2.4183 1.6054 0.8543
C 5.5089 0.8665 -0.2585
C 6.0280 2.1272 -0.4792
F 5.7939 3.0780 0.4478
C 6.7797 2.4420 -1.6002
F 7.2832 3.6760 -1.7788
C 7.0242 1.4507 -2.5450
F 7.7651 1.7241 -3.6286
C 6.4977 0.1795 -2.3604
F 6.7335 -0.7813 -3.2706
C 5.7249 -0.0840 -1.2362
F 5.1837 -1.2961 -1.0896
C 4.2884 -1.2961 1.9056
C 5.3448 -2.1621 1.6988
F 6.4712 -1.7118 1.1334
C 5.2965 -3.4916 2.0979
F 6.3503 -4.3039 1.9055
C 4.1619 -3.9777 2.7342
F 4.1224 -5.2537 3.1485
C 3.0938 -3.1253 2.9819
F 2.0208 -3.5751 3.6457
C 3.1828 -1.8012 2.5686
F 2.1812 -0.9704 2.8654
F 5.2150 -3.4119 -6.6076
C 4.6804 -2.5100 -5.7573
C 4.6439 -1.1617 -6.0965
F 5.1139 -0.7589 -7.2956
C 4.1149 -0.2437 -5.2101
F 4.0831 1.0506 -5.5652
C 3.5923 -0.6094 -3.9617
Se 2.9515 0.7210 -2.8090
C 3.6097 -1.9799 -3.6646
F 3.0875 -2.4122 -2.5074
C 4.1486 -2.9126 -4.5363
F 4.1570 -4.2209 -4.2256
*
```

Calculated values
largest force on an atom	0.032	Eh/bohr
electronic energy	-274200.4955	eV
gap between HOMO and LUMO	0.227	hartree
LUMO	3.69	eV

=====

Record 6
C5H12NO | ωB97M-V with the def2-TZVPD basis set

```
! RIJCOSX wB97M-V def2-TZVPD def2/J DEFGRID3
* xyz 1 1
C -2.0138 -1.8458 -1.4844
C -1.5303 -1.5084 -0.0408
C -1.2885 -0.1113 0.2826
C -0.2072 0.5259 0.9103
N 1.1112 0.4662 0.4040
C 1.8543 -0.3924 -0.1805
H -2.7260 -2.6736 -1.4475
H -1.1891 -1.9769 -2.1561
H -2.6320 -0.9689 -1.8150
H -0.6167 -2.1105 0.2025
H -2.0983 -2.0849 0.7186
H -1.7287 0.6025 -0.4574
H -0.1208 1.0316 1.8647
H 1.5772 1.3809 0.4396
H 1.5654 -1.4334 -0.3173
H 2.8591 -0.1302 -0.4908
H 2.6126 4.0539 0.5244
H 2.1664 3.8450 1.9119
O 2.4053 3.3303 1.1312
*
```

Calculated values
largest force on an atom	0.061	Eh/bohr
electronic energy	-8905.9373	eV
gap between HOMO and LUMO	0.244	hartree
LUMO	-5.70	eV

=====

Record 7
C4H6N2OS | ωB97M-V with the def2-TZVPD basis set

```
! RIJCOSX wB97M-V def2-TZVPD def2/J DEFGRID3
* xyz 0 1
C -0.0658 -0.9372 0.5879
C -0.3879 0.7003 0.9742
C -0.9719 1.2729 -0.4153
C 1.2308 -1.0390 -0.0764
H -1.3222 -1.1482 -1.4158
H -0.0144 -1.3955 1.6276
H -0.1965 1.3502 2.0730
H -1.3954 0.5505 -1.2083
H -1.5931 2.1340 -0.4506
H 2.3374 0.5909 -0.6644
N 0.6006 1.3401 -0.1040
N 1.4009 0.2413 -0.7349
O 2.0686 -2.0463 0.0175
S -1.6910 -1.6140 -0.2106
*
```

Calculated values
largest force on an atom	0.133	Eh/bohr
electronic energy	-20102.9311	eV
gap between HOMO and LUMO	0.346	hartree
LUMO	0.07	eV

=====

Record 8
C7H14 | ωB97M-V with the def2-TZVPD basis set

```
! RIJCOSX wB97M-V def2-TZVPD def2/J DEFGRID3
* xyz 0 1
C -0.1446 -2.3467 -1.4351
C 0.6147 -1.5342 -0.3601
C -0.5576 -0.8580 0.4431
C -0.1116 0.3141 1.3382
C 1.4147 1.8454 0.1359
C 0.1449 1.5993 0.5760
C -0.9604 2.4699 0.3625
H 0.4404 -3.1722 -1.8370
H -1.0196 -2.8022 -0.9272
H -0.4883 -1.7244 -2.2338
H 1.2299 -2.1237 0.3311
H 1.2274 -0.7961 -0.8414
H -1.2856 -0.5142 -0.3028
H -1.0340 -1.6843 0.9849
H 0.8632 0.0010 1.7234
H -0.8564 0.5866 2.1290
H 2.2178 1.4037 0.7357
H 1.7890 2.5801 -0.5692
H -1.8787 2.1532 0.8614
H -0.8293 1.1574 -1.0704
H -0.7760 3.4451 -0.0441
*
```

Calculated values
largest force on an atom	0.085	Eh/bohr
electronic energy	-7480.9329	eV
gap between HOMO and LUMO	0.253	hartree
LUMO	-0.54	eV